No. 1
Here is a molecular structure, C25H30Br2LiN5O3PSSbSe4 from the OMol25 dataset. Energies are from wB97M-V/def2-TZVPD.

Cartesian coordinates (Å):
Li1 -0.19 0.11 -0.02
C1 2.09 2.51 4.25
N1 1.23 3.17 3.27
C2 1.14 4.54 3.08
C3 0.30 4.75 2.07
N2 -0.13 3.50 1.61
C4 0.45 2.51 2.38
S1 0.25 0.84 2.37
C5 -0.94 3.35 0.44
C6 -1.05 4.43 -0.43
C7 -1.84 4.29 -1.55
C8 -2.50 3.10 -1.77
C9 -2.30 2.08 -0.87
N3 -1.53 2.19 0.22
H1 2.36 3.23 5.01
H2 2.98 2.12 3.76
H3 1.55 1.68 4.69
H4 1.67 5.25 3.70
H5 -0.04 5.68 1.65
H6 -0.49 5.34 -0.28
H7 -1.92 5.11 -2.26
H8 -3.14 2.95 -2.64
H9 -2.78 1.11 -1.01
Br1 -1.64 -3.26 -5.48
C10 -1.00 -2.16 -4.08
C11 -1.21 -0.80 -4.11
C12 -0.75 -0.06 -3.03
N4 -0.15 -0.60 -1.98
C13 0.11 -1.91 -2.00
C14 -0.31 -2.74 -3.03
C15 0.89 -2.43 -0.84
C16 1.50 -3.67 -0.87
C17 2.27 -4.05 0.22
Br2 3.14 -5.72 0.21
C18 2.41 -3.20 1.30
C19 1.74 -1.99 1.25
N5 0.99 -1.61 0.21
H10 -1.71 -0.33 -4.94
H11 -0.86 1.02 -3.02
H12 -0.12 -3.80 -3.01
H13 1.43 -4.33 -1.73
H14 3.03 -3.46 2.15
H15 1.81 -1.29 2.07
C20 -3.47 0.17 3.38
C21 -4.12 -0.10 2.04
O1 -3.66 -1.35 1.48
P1 -2.28 -1.39 0.61
O2 -2.84 -1.47 -0.90
C22 -3.92 -2.35 -1.30
C23 -5.05 -1.51 -1.86
O3 -1.94 -2.96 0.82
C24 -1.51 -3.38 2.13
C25 -2.57 -4.22 2.79
H16 -3.90 1.08 3.82
H17 -2.40 0.31 3.26
H18 -3.65 -0.66 4.07
H19 -3.93 0.72 1.35
H20 -5.20 -0.21 2.15
H21 -4.25 -2.94 -0.45
H22 -3.52 -3.02 -2.06
H23 -5.49 -0.90 -1.07
H24 -5.82 -2.15 -2.28
H25 -4.67 -0.85 -2.64
H26 -1.28 -2.50 2.75
H27 -0.59 -3.94 2.00
H28 -3.50 -3.65 2.91
H29 -2.23 -4.55 3.78
H30 -2.79 -5.11 2.18
Se1 3.55 -1.05 -2.79
Sb1 3.45 1.07 -1.60
Se2 5.39 2.42 -2.43
Se3 3.83 0.97 0.88
Se4 1.45 2.45 -1.74

LUMO energy (spin up / spin down) in Ha: -0.066 / -0.059
ΔE to the lowest compared entry with this formula, charge and spin in kJ/mol: 118.7
Orbital gap (spin up / spin down) in eV: 5.41 / 5.60

Atom charges from the Löwdin analysis, given in e for atoms 1 to 4:
1 Li 0.360
2 C -0.038
3 N -0.119
4 C -0.033

No. 2
Here is 5 unconnected molecules or ions with the total composition C2H16NO4 from the OMol25 dataset. Energies are from wB97M-V/def2-TZVPD.

Cartesian coordinates (Å):
C1 -0.69 -0.66 2.57
N1 -0.13 0.17 1.49
C2 1.20 0.72 1.79
H1 -1.11 0.01 3.30
H2 -1.44 -1.35 2.18
H3 0.11 -1.28 2.99
H4 -0.85 0.82 1.15
H5 -0.03 -0.40 0.62
H6 1.18 1.35 2.68
H7 1.55 1.24 0.92
H8 1.88 -0.10 2.00
H9 -1.04 -1.58 -1.48
H10 -1.84 -1.78 -0.14
O1 -1.21 -1.20 -0.61
H11 -1.55 2.82 -0.28
H12 -0.09 3.15 0.17
O2 -0.87 2.61 0.37
H13 2.52 2.05 -2.07
H14 2.74 0.67 -1.58
O3 2.37 1.51 -1.28
H15 -0.88 -3.74 -4.97
H16 -1.18 -2.17 -5.10
O4 -0.62 -2.85 -4.72

LUMO energy (spin up / spin down) in Ha: 0.023 / 0.016
ΔE to the lowest compared entry with this formula, charge and spin in kJ/mol: 33.4
Spin multiplicity: 2
Orbital gap (spin up / spin down) in eV: 3.05 / 11.66
⟨S²⟩: 0.750

Atom charges from the natural (NBO) analysis, given in e for atoms 1 to 4:
1 C -0.558
2 N -0.615
3 C -0.469
4 H 0.206

No. 3
Here is C5H6O2 in the gas phase from the OMol25 dataset. Energies are from wB97M-V/def2-TZVPD.

Cartesian coordinates (Å):
O1 0.59 -2.73 2.26
C1 0.15 -2.07 1.35
C2 -0.43 -0.68 1.56
C3 -0.62 0.04 0.31
C4 -0.58 0.68 -0.72
C5 -0.13 1.52 -1.84
O2 1.18 1.99 -1.57
H1 0.16 -2.45 0.30
H2 -1.34 -0.77 2.16
H3 0.29 -0.11 2.16
H4 -0.18 0.95 -2.78
H5 -0.76 2.40 -1.94
H6 1.69 1.22 -1.26

LUMO energy in Ha: 0.025
SMILES: O=CCC#CCO
ΔE to the lowest compared entry with this formula, charge and spin in kJ/mol: 243.2
Orbital gap in eV: 10.62

Atom charges from the natural (NBO) analysis, given in e for atoms 1 to 4:
1 O -0.502
2 C 0.455
3 C -0.594
4 C -0.015